1.
Formula: C4H9NO2
Source: the Open Molecules 2025 dataset
Level of theory: wB97M-V/def2-TZVPD

```
16
Properties=species:S:1:pos:R:3
C -1.73 0.19 0.98
N -0.75 0.05 -0.01
C -1.22 -0.26 -1.47
C 0.53 -0.60 0.41
C 1.54 0.49 0.21
O 2.76 0.08 0.79
O -2.74 0.95 0.84
H -1.51 -0.36 1.83
H -1.77 -1.23 -1.39
H -1.98 0.42 -1.66
H -0.48 -0.29 -2.27
H 0.81 -1.38 -0.23
H 0.34 -0.94 1.39
H 1.79 0.80 -0.86
H 1.05 1.31 0.79
H 3.37 0.77 0.66
```

Values from the calculation:
Energy relative to the best compared isomer or geometry (same formula, charge and spin)   61.6 kcal per mole
E   -362.98733 a.u.

Charges per atom according to natural (NBO) partitioning, unit e: C 0.519; N -0.447; C -0.410; C -0.236; C -0.064; O -0.721; O -0.590; H 0.115; H 0.193; H 0.226; H 0.214; H 0.194; H 0.203; H 0.171; H 0.167; H 0.467



2.
Formula: C40H109N5O13
Source: the Open Molecules 2025 dataset
Level of theory: wB97M-V/def2-TZVPD

```
167
Properties=species:S:1:pos:R:3
C -13.32 11.63 14.27
C -13.03 10.14 14.13
C -11.54 9.87 14.26
O -10.84 10.34 13.13
C -9.46 10.47 13.38
N -13.78 9.41 15.15
H -12.71 12.03 15.09
H -14.36 11.80 14.50
H -12.98 12.13 13.36
H -13.35 9.77 13.15
H -11.34 8.80 14.39
H -11.23 10.39 15.19
H -9.30 11.23 14.15
H -8.98 10.81 12.47
H -9.00 9.53 13.70
H -13.55 8.43 15.16
H -13.58 9.78 16.07
C -14.04 9.32 9.90
C -15.45 9.44 9.38
C -15.43 9.41 7.86
O -16.71 9.51 7.29
C -16.73 10.03 5.97
N -16.28 8.32 9.91
H -13.54 8.38 9.66
H -13.97 9.38 10.99
H -13.37 10.07 9.47
H -15.89 10.37 9.75
H -14.95 8.50 7.46
H -14.82 10.28 7.58
H -17.60 9.59 5.48
H -15.81 9.83 5.42
H -16.90 11.11 6.01
H -15.97 7.51 9.36
H -17.23 8.45 9.57
C -14.21 16.69 12.44
C -15.45 15.91 12.87
C -15.23 14.42 12.81
O -14.93 14.01 11.48
C -15.27 12.68 11.23
N -15.85 16.34 14.24
H -14.47 17.75 12.40
H -13.92 16.39 11.44
H -13.44 16.55 13.20
H -16.31 16.19 12.25
H -16.16 13.92 13.12
H -14.43 14.05 13.46
H -14.93 12.46 10.22
H -16.35 12.47 11.30
H -14.75 11.97 11.88
H -15.27 15.86 14.93
H -16.76 15.91 14.41
C -20.56 9.25 5.86
C -20.38 8.49 7.18
C -19.48 7.28 7.03
O -20.16 6.42 6.13
C -19.52 5.19 5.82
N -19.86 9.40 8.19
H -19.62 9.64 5.49
H -21.32 10.03 5.92
H -20.92 8.55 5.09
H -21.37 8.10 7.45
H -19.29 6.80 7.99
H -18.53 7.60 6.56
H -18.82 4.77 6.53
H -19.04 5.42 4.86
H -20.27 4.44 5.58
H -18.91 9.69 7.98
H -20.34 10.29 8.21
C -16.04 6.29 4.91
C -15.33 5.15 5.63
C -15.36 3.85 4.85
O -16.68 3.42 4.69
C -16.77 2.05 4.27
N -13.96 5.58 6.00
H -15.42 6.69 4.10
H -16.34 7.11 5.55
H -16.93 5.88 4.43
H -15.88 4.94 6.56
H -14.75 3.13 5.43
H -14.88 3.95 3.86
H -16.15 1.44 4.94
H -16.42 1.96 3.24
H -17.80 1.75 4.39
H -13.43 4.79 6.36
H -13.51 5.87 5.14
C -20.61 14.32 2.95
C -19.58 13.98 4.01
C -19.90 12.60 4.60
O -18.31 13.88 3.35
H -20.63 13.52 2.20
H -20.32 15.21 2.40
H -21.62 14.48 3.34
H -19.54 14.74 4.79
H -19.43 12.48 5.58
H -19.36 11.87 3.99
H -20.97 12.47 4.61
H -17.80 14.68 3.47
C -19.12 11.84 10.37
C -19.64 10.70 11.23
C -19.34 10.86 12.71
O -21.08 10.70 11.15
H -19.53 11.80 9.36
H -18.04 11.80 10.19
H -19.48 12.79 10.77
H -19.31 9.71 10.91
H -18.26 10.92 12.86
H -19.78 10.04 13.27
H -19.72 11.81 13.11
H -21.33 10.75 10.23
C -17.11 10.72 0.61
C -17.81 10.40 1.91
C -17.79 8.96 2.32
O -17.11 11.09 2.98
H -17.56 10.23 -0.26
H -16.05 10.51 0.66
H -17.17 11.80 0.42
H -18.83 10.81 1.96
H -18.27 8.34 1.56
H -18.33 8.74 3.24
H -16.77 8.59 2.41
H -17.19 12.05 2.88
C -12.20 11.65 6.69
C -11.75 10.20 6.55
C -12.05 9.64 5.17
O -10.31 10.13 6.72
H -12.16 11.96 7.73
H -13.23 11.73 6.34
H -11.61 12.32 6.06
H -12.21 9.58 7.32
H -13.13 9.49 5.04
H -11.49 8.73 5.00
H -11.76 10.33 4.37
H -9.97 11.02 6.63
C -8.70 7.66 10.97
C -9.40 7.78 9.62
C -10.92 7.83 9.78
O -8.92 8.96 9.00
H -8.88 6.64 11.34
H -9.10 8.35 11.71
H -7.62 7.72 10.88
H -9.19 6.87 9.03
H -11.19 8.82 10.16
H -11.24 7.09 10.52
H -11.40 7.63 8.82
H -9.55 9.21 8.30
C -18.47 15.00 8.37
C -16.98 14.86 8.16
C -16.66 13.43 7.73
O -16.55 15.77 7.13
H -19.00 14.83 7.43
H -18.71 15.99 8.76
H -18.74 14.29 9.15
H -16.47 15.05 9.11
H -15.61 13.29 7.47
H -17.26 13.17 6.84
H -16.97 12.74 8.52
H -15.72 16.16 7.42
C -14.64 5.25 11.01
C -14.13 5.27 9.58
O -14.92 6.07 8.73
O -14.75 6.53 11.61
H -13.87 4.73 11.59
H -15.61 4.75 11.05
H -14.19 4.24 9.20
H -13.06 5.54 9.63
H -14.56 6.04 7.82
H -15.33 7.13 11.09
```

Values from the calculation:
Energy relative to the best compared isomer or geometry (same formula, charge and spin)   0.0 kcal per mole
E   -2841.19877 a.u.

Here are the Mulliken charges for atoms 1 to 99, given in e: C -1.659; C 1.613; C -0.830; O -0.162; C -1.038; N -0.764; H 0.519; H 0.457; H 0.313; H -0.713; H 0.328; H 0.305; H 0.322; H 0.275; H 0.396; H 0.262; H 0.255; C -1.203; C 2.614; C -0.698; O 1.440; C -0.007; N -0.813; H 0.095; H -0.386; H 0.579; H -0.831; H -0.170; H 0.004; H -0.879; H 0.112; H -0.115; H 0.391; H 0.215; C -1.457; C 0.504; C -0.530; O -0.394; C -0.009; N -0.813; H 0.397; H 0.327; H 0.291; H 0.338; H 0.348; H 0.156; H 0.115; H 0.101; H 0.043; H 0.288; H 0.300; C -0.975; C 0.033; C 0.172; O -0.444; C -0.732; N -0.077; H -0.178; H 0.447; H 0.455; H 0.517; H 0.440; H -0.360; H 0.291; H 0.261; H 0.349; H -0.357; H 0.256; C -1.051; C 1.076; C -1.210; O -0.174; C -0.827; N -0.721; H 0.540; H -0.405; H 0.272; H 0.096; H 0.435; H 0.392; H 0.347; H 0.304; H 0.227; H 0.222; H 0.327; C -1.548; C 0.855; C -0.333; O -0.517; H 0.282; H 0.393; H 0.366; H 0.115; H -0.098; H -0.185; H 0.418; H 0.289; C -0.891; C 0.925



3.
Formula: CN3O2S
Source: the Open Molecules 2025 dataset
Level of theory: wB97M-V/def2-TZVPD

```
7
Properties=species:S:1:pos:R:3
C 2.19 0.21 0.12
N 2.53 1.33 0.15
N -0.65 0.25 0.34
N -1.63 -0.31 -0.07
O -2.40 0.75 0.09
O -1.95 -1.42 -0.27
S 1.68 -1.37 0.14
```

Values from the calculation:
Energy relative to the best compared isomer or geometry (same formula, charge and spin)   57.2 kcal per mole
Net charge   -1
E   -750.89037 a.u.

Charges per atom according to natural (NBO) partitioning, unit e: C 0.050; N -0.510; N 0.086; N 0.478; O -0.405; O -0.409; S -0.290



4.
Formula: C5H14BiClHfO3S
Source: the Open Molecules 2025 dataset
Level of theory: wB97M-V/def2-TZVPD

```
26
Properties=species:S:1:pos:R:3
Bi -0.17 1.06 0.64
Cl -1.53 -0.79 0.11
C 0.96 0.67 2.35
H 1.54 1.56 2.50
H 1.58 -0.18 2.14
H 0.29 0.48 3.15
Hf 0.55 -2.88 -2.07
C 0.34 -3.82 -0.21
C -0.94 -1.83 -3.11
C 2.36 -2.92 -2.90
H -0.62 -0.79 -3.25
H -1.07 -2.27 -4.11
H -1.90 -1.85 -2.58
H 1.03 -3.36 0.51
H -0.68 -3.74 0.17
H 0.61 -4.88 -0.30
H 3.17 -3.41 -2.42
H 2.54 -2.44 -3.83
C -0.62 4.52 0.91
S -1.32 3.43 2.31
O -0.38 3.34 3.39
O -2.51 4.04 2.79
O -1.75 1.83 1.85
H -0.74 5.57 1.23
H -1.19 4.36 -0.02
H 0.44 4.29 0.75
```

Values from the calculation:
Energy relative to the best compared isomer or geometry (same formula, charge and spin)   43.5 kcal per mole
E   -1545.39650 a.u.

Charges per atom according to natural (NBO) partitioning, unit e: Bi 1.441; Cl -0.454; C -1.046; H 0.251; H 0.234; H 0.264; Hf 2.146; C -1.355; C -1.354; C -1.325; H 0.241; H 0.241; H 0.239; H 0.241; H 0.239; H 0.243; H 0.208; H 0.208; C -0.832; S 2.252; O -0.942; O -0.922; O -0.970; H 0.273; H 0.246; H 0.232



5.
Formula: C7H11FN2O
Source: the Open Molecules 2025 dataset
Level of theory: wB97M-V/def2-TZVPD

```
22
Properties=species:S:1:pos:R:3
C 2.68 0.14 -0.27
C 2.20 -1.28 -0.45
C 1.95 1.20 0.14
C 0.92 -1.54 -0.28
C 0.63 1.10 0.79
C -0.45 0.17 0.27
C -2.23 -1.34 0.93
N -1.79 1.30 -1.37
N -0.96 0.25 -1.03
O -1.35 -0.31 1.14
F 0.04 2.38 0.58
H 3.77 0.31 -0.52
H 3.07 -1.81 -0.78
H 2.33 2.17 0.26
H 0.63 -2.58 -0.20
H 0.65 0.94 1.83
H -2.69 -1.70 1.87
H -1.79 -2.19 0.41
H -3.12 -0.91 0.36
H -2.73 1.18 -1.03
H -1.67 2.25 -0.99
H -0.09 0.26 -1.67
```

Values from the calculation:
Energy relative to the best compared isomer or geometry (same formula, charge and spin)   91.5 kcal per mole
E   -557.72962 a.u.

Charges per atom according to natural (NBO) partitioning, unit e: C -0.163; C -0.345; C -0.254; C -0.251; C 0.094; C 0.602; C -0.241; N -0.657; N -0.526; O -0.524; F -0.389; H 0.204; H 0.209; H 0.226; H 0.183; H 0.200; H 0.198; H 0.196; H 0.172; H 0.337; H 0.347; H 0.380